The following is a quantum chemistry calculation of a 2-piece molecular cluster, C14H35N3O4P overall, from the Open Molecules 2025 dataset.

Its orbital gap is 0.284 Eh. Its HOMO energy is -10.16 eV. The multiplicity is 1. The total charge is +1. The LUMO energy is -2.43 eV. The calculation puts the relative energy (zero: lowest compared OMol25 entry of this formula, charge and spin) at 0.056 eV.

```
57
C14H35N3O4P, DFT wB97M-V/def2-TZVPD
C -1.61 -2.34 4.50
C -1.71 -2.99 3.13
O -1.00 -4.22 3.18
C -1.27 -2.06 1.96
N 0.15 -2.17 1.40
C 1.10 -2.10 2.56
P 2.89 -2.19 2.25
O 3.33 -3.38 1.52
O 3.28 -0.81 1.54
O 3.28 -2.01 3.77
C 0.31 -0.92 0.53
C 0.89 -1.07 -0.87
N 0.47 -2.33 -1.47
C 1.05 -3.40 -0.66
C 0.30 -3.49 0.65
H -2.29 -2.84 5.19
H -1.86 -1.28 4.48
H -0.61 -2.47 4.91
H -2.77 -3.19 2.94
H -1.52 -4.93 2.77
H -1.36 -1.03 2.31
H -1.91 -2.16 1.09
H 0.88 -1.20 3.13
H 0.90 -2.96 3.20
H 3.92 -0.96 0.84
H 4.22 -1.81 3.92
H 0.91 -0.22 1.10
H -0.68 -0.49 0.44
H 1.99 -0.96 -0.89
H 0.48 -0.26 -1.47
H 0.89 -2.38 -2.39
H 2.12 -3.27 -0.50
H 0.91 -4.36 -1.16
H -0.71 -3.85 0.45
H 0.78 -4.20 1.31
C -2.11 5.02 -4.07
C -1.30 4.87 -2.79
N -1.43 3.55 -2.19
C -0.92 3.48 -0.84
C 0.58 3.67 -0.60
C -1.10 2.44 -3.06
C 0.30 2.39 -3.68
H -3.15 4.75 -3.90
H -2.08 6.06 -4.40
H -1.72 4.41 -4.88
H -1.66 5.59 -2.05
H -0.25 5.15 -3.00
H -1.22 2.50 -0.43
H -1.46 4.23 -0.25
H 1.17 2.82 -0.94
H 0.78 3.80 0.46
H 0.96 4.56 -1.11
H -1.84 2.40 -3.86
H -1.27 1.52 -2.48
H 0.59 3.34 -4.12
H 0.32 1.65 -4.49
H 1.07 2.10 -2.96
```

The following is a quantum chemistry calculation of one molecule with the formula C12H18, from the Open Molecules 2025 dataset.

Its orbital gap is 0.358 Eh. Its HOMO energy is -8.90 eV. The multiplicity is 1. The LUMO energy is 0.83 eV. The calculation puts the relative energy (zero: lowest compared OMol25 entry of this formula, charge and spin) at 5.473 eV.

```
30
C12H18, DFT wB97M-V/def2-TZVPD
C -1.27 -2.93 0.27
C -0.94 -1.78 0.50
C -0.62 -0.39 0.46
C 0.56 -0.01 1.63
C -0.10 -0.49 2.96
C 0.90 1.48 1.89
C 1.89 -0.73 1.34
C -1.65 0.59 0.13
C -0.76 0.38 -0.82
C -0.24 0.67 -2.16
C 0.36 -0.58 -2.81
C -1.09 1.47 -3.04
H -1.48 -3.91 0.38
H -1.03 0.18 3.22
H 0.56 -0.13 3.73
H -0.45 -1.49 2.86
H 1.33 1.58 2.88
H 1.68 1.85 1.09
H -0.09 2.08 1.77
H 2.47 -0.33 2.11
H 2.29 -0.52 0.37
H 1.76 -1.86 1.34
H -2.46 1.14 0.50
H 0.60 1.36 -2.09
H -0.34 -1.36 -3.03
H 1.00 -0.93 -1.97
H 1.05 -0.30 -3.53
H -0.53 2.17 -3.75
H -1.86 1.97 -2.42
H -1.55 0.84 -3.82
```

The following is a quantum chemistry calculation of one molecule with the formula C5H6INO, from the Open Molecules 2025 dataset.

Its orbital gap is 0.325 Eh. Its HOMO energy is -8.80 eV. The multiplicity is 1. The LUMO energy is 0.05 eV. The calculation puts the relative energy (zero: lowest compared OMol25 entry of this formula, charge and spin) at 0.990 eV.

```
14
C5H6INO, DFT wB97M-V/def2-TZVPD
C -1.29 1.26 -0.65
C -0.67 0.10 0.08
I -2.19 -0.86 1.37
C 0.03 -0.90 -0.71
C 1.24 -1.37 -0.38
N 1.98 -0.89 0.69
C 1.51 0.11 1.32
O 0.39 0.77 1.16
H -1.63 2.01 0.06
H -2.14 0.93 -1.24
H -0.55 1.71 -1.31
H -0.52 -1.28 -1.56
H 1.73 -2.14 -0.94
H 2.11 0.54 2.12
```

The following is a quantum chemistry calculation of C22H18F4N5O2Pd as an isolated structure, from the Open Molecules 2025 dataset.

Its orbital gap (spin up / spin down) is 0.285 / 0.153 Eh. Its HOMO energy (spin up / spin down) is -17.61 / -17.62 eV. The multiplicity is 5. The total charge is +3. The LUMO energy (spin up / spin down) is -9.84 / -13.46 eV. As for the expectation value of S²: 6.037.

```
52
C22H18F4N5O2Pd, DFT wB97M-V/def2-TZVPD
Pd -0.81 0.05 0.02
C -2.67 2.27 0.32
N -1.25 2.07 0.67
C -0.38 3.03 -0.04
C -1.00 2.10 2.12
C -1.66 0.95 2.87
N -1.42 -0.33 2.19
C -1.72 -1.48 2.79
C -1.48 -2.72 2.12
F -1.00 -2.72 0.92
C -1.75 -4.01 2.71
F -1.47 -5.02 1.97
C -2.25 -4.15 3.98
C -2.51 -2.98 4.66
F -2.99 -2.99 5.85
C -2.27 -1.67 4.09
F -2.60 -0.67 4.84
H -3.02 3.24 0.70
H -3.30 1.49 0.74
H -2.77 2.27 -0.77
H -0.64 4.05 0.24
H -0.52 2.91 -1.11
H 0.66 2.84 0.22
H -1.37 3.04 2.54
H 0.08 2.07 2.27
H -2.74 1.09 2.98
H -1.24 0.94 3.88
H -2.44 -5.13 4.42
O 5.06 -0.08 -4.84
N 4.88 0.10 -3.66
O 5.75 0.23 -2.83
C 3.47 0.03 -3.18
C 2.53 0.01 -4.14
C 1.14 -0.01 -3.81
C 0.12 -0.04 -4.78
C -1.19 -0.06 -4.38
C -1.48 -0.04 -3.02
N -0.53 -0.01 -2.09
C 0.77 0.00 -2.47
C 1.78 0.00 -1.45
N 1.34 -0.03 -0.16
C 2.21 -0.06 0.83
C 3.58 -0.08 0.60
C 4.05 -0.05 -0.69
C 3.14 0.00 -1.77
H 2.84 0.02 -5.18
H 0.38 -0.05 -5.83
H -2.00 -0.09 -5.10
H -2.51 -0.04 -2.67
H 1.82 -0.07 1.84
H 4.27 -0.12 1.44
H 5.11 -0.06 -0.88
```

The following is a quantum chemistry calculation of a 12-piece molecular cluster, C32H66N2O34 overall, from the Open Molecules 2025 dataset.

Its orbital gap is 0.379 Eh. Its HOMO energy is -10.08 eV. The multiplicity is 1. The LUMO energy is 0.24 eV.

```
134
C32H66N2O34, DFT wB97M-V/def2-TZVPD
C 3.08 1.61 -5.58
N 3.13 0.18 -5.25
O 3.01 -0.63 -6.17
O 3.39 -0.14 -4.10
H 2.84 2.19 -4.71
H 2.24 1.75 -6.31
H 4.07 1.87 -5.92
C -0.68 -0.67 -0.26
N -0.14 0.32 -1.24
O -0.05 1.47 -0.84
O 0.11 -0.04 -2.37
H -1.69 -0.43 -0.17
H -0.23 -0.60 0.74
H -0.60 -1.66 -0.74
C -4.18 -5.63 -0.87
O -3.52 -4.49 -1.45
C -2.17 -4.25 -1.65
O -1.78 -3.19 -1.97
O -1.45 -5.36 -1.40
C -0.13 -5.54 -1.84
H -4.06 -5.64 0.21
H -3.64 -6.45 -1.27
H -5.26 -5.74 -1.19
H -0.12 -5.50 -2.96
H 0.16 -6.57 -1.57
H 0.60 -4.85 -1.44
C -5.58 2.49 -0.97
O -5.63 1.11 -1.19
C -4.47 0.44 -1.30
O -3.35 0.84 -0.95
O -4.58 -0.80 -1.74
C -5.79 -1.43 -2.07
H -4.92 2.57 -0.07
H -6.59 2.77 -0.73
H -5.14 3.08 -1.78
H -6.61 -1.20 -1.37
H -5.54 -2.49 -2.05
H -6.19 -1.10 -3.08
C -2.71 4.89 2.91
O -1.47 5.09 3.65
C -0.42 4.24 3.45
O 0.63 4.38 4.02
O -0.67 3.24 2.63
C 0.40 2.32 2.31
H -3.34 5.74 3.10
H -3.27 4.04 3.28
H -2.48 4.90 1.91
H 0.11 1.79 1.39
H 0.48 1.65 3.15
H 1.23 2.95 2.20
C -1.80 -0.83 -4.61
O -1.56 -0.63 -6.00
C -0.77 0.41 -6.41
O -0.33 1.30 -5.77
O -0.75 0.21 -7.74
C 0.24 0.92 -8.45
H -2.72 -1.42 -4.48
H -2.02 0.14 -4.10
H -0.92 -1.38 -4.17
H 0.27 0.62 -9.48
H 1.20 0.67 -8.00
H 0.11 2.02 -8.41
C -2.22 -0.05 3.58
O -2.65 0.60 4.78
C -1.67 1.30 5.37
O -0.53 1.30 5.04
O -2.14 2.02 6.37
C -1.27 2.91 7.10
H -3.02 -0.70 3.24
H -1.37 -0.74 3.66
H -1.95 0.60 2.80
H -0.49 2.41 7.65
H -1.86 3.27 7.97
H -0.74 3.73 6.63
C 0.76 3.91 -2.92
O 2.20 3.95 -2.94
C 2.70 4.86 -2.11
O 2.06 5.72 -1.58
O 4.01 4.74 -2.19
C 4.79 5.76 -1.60
H 0.39 3.69 -1.93
H 0.45 3.09 -3.59
H 0.44 4.88 -3.23
H 4.20 6.67 -1.43
H 5.57 5.90 -2.33
H 5.14 5.33 -0.70
C 0.05 -4.02 1.88
O -1.06 -3.10 2.00
C -2.25 -3.61 1.80
O -2.55 -4.79 1.78
O -3.05 -2.57 1.69
C -4.45 -2.80 1.64
H -0.17 -4.76 1.17
H 0.25 -4.54 2.82
H 0.87 -3.45 1.53
H -4.90 -2.55 2.61
H -4.72 -3.83 1.44
H -4.86 -2.15 0.85
C 3.85 -3.73 1.57
O 3.51 -4.07 0.26
C 2.82 -3.15 -0.46
O 2.51 -2.10 0.03
O 2.49 -3.64 -1.62
C 1.77 -2.73 -2.55
H 3.04 -3.63 2.27
H 4.40 -2.81 1.67
H 4.41 -4.53 1.91
H 0.72 -2.78 -2.45
H 2.12 -2.95 -3.56
H 2.20 -1.70 -2.41
C 4.06 1.16 -1.61
O 4.68 1.41 -0.34
C 3.96 2.10 0.53
O 2.98 2.74 0.34
O 4.82 2.18 1.62
C 4.38 2.78 2.80
H 3.67 2.01 -2.06
H 3.29 0.34 -1.54
H 4.88 0.86 -2.24
H 4.21 3.86 2.65
H 5.07 2.52 3.59
H 3.39 2.34 3.10
C 1.04 -1.84 7.21
O 1.48 -0.77 6.30
C 1.78 -1.25 5.11
O 1.72 -2.38 4.77
O 2.19 -0.26 4.33
C 2.81 -0.50 3.05
H 1.87 -2.43 7.47
H 0.34 -2.43 6.68
H 0.63 -1.32 8.04
H 3.74 -1.08 3.13
H 3.04 0.37 2.52
H 2.25 -1.07 2.29
```